(1)
ORCA calculation (ωB97M-V with the def2-TZVPD basis set) on a cluster of 9 separate species, C5H31N3O8 in total.

calculated total energy = -974.684309 Eh
total charge = +2
energy relative to the best compared isomer or geometry (same formula, charge and spin) = 104.16 kcal per mole
highest occupied orbital energy = -16.302 eV

Element x y z (Å)
O (2.967, -1.938, -0.084)
O (0.286, -0.977, 4.718)
O (-2.683, -2.564, 0.152)
O (-2.948, -0.396, 2.186)
O (-0.437, 0.372, 2.612)
O (0.942, -3.612, -1.897)
O (4.065, 0.979, 0.547)
O (-3.296, 1.964, 0.454)
N (-0.804, -1.383, -1.604)
N (2.730, 3.675, 0.222)
N (1.097, 1.949, 0.393)
C (-0.089, 1.283, -0.137)
C (1.437, 3.181, -0.123)
C (-1.116, 0.012, -1.941)
C (-1.322, 0.028, -3.409)
C (0.141, 0.776, -1.555)
H (3.119, -2.955, 0.301)
H (-0.863, 2.085, 0.073)
H (-3.444, 0.041, 2.879)
H (-1.987, -0.658, -3.709)
H (3.003, 4.463, -0.144)
H (-3.900, 2.698, 0.540)
H (3.712, 0.197, 0.264)
H (1.654, -4.155, -1.511)
H (-0.347, -0.129, -3.975)
H (3.448, -2.080, -0.874)
H (1.749, 1.219, 0.677)
H (0.891, -4.016, -2.794)
H (-1.764, -2.001, -1.332)
H (-0.242, -1.809, -2.269)
H (-0.101, 1.348, 2.642)
H (-3.186, -3.365, 0.211)
H (-2.023, -0.040, 2.179)
H (0.592, -1.931, 4.900)
H (-1.598, 1.017, -3.657)
H (0.639, 3.788, -0.672)
H (3.461, 3.068, 0.433)
H (-3.194, -2.001, 0.796)
H (-0.291, -1.563, -0.619)
H (-0.181, -0.129, 3.409)
H (-3.856, 1.233, 0.640)
H (-1.940, 0.378, -1.274)
H (0.505, 1.653, -2.206)
H (-0.605, -1.000, 4.964)
H (5.074, 0.745, 0.564)
H (1.068, 0.070, -1.630)
H (-0.362, 0.478, 0.663)


(2)
ORCA calculation (ωB97M-V with the def2-TZVPD basis set) on a structure of composition C30H42N4OP2Tc.

calculated total energy = -2225.276292 Eh
total charge = +2
spin multiplicity = 4
energy relative to the best compared isomer or geometry (same formula, charge and spin) = 22.59 kcal per mole
highest occupied orbital energy (spin up / spin down) = -12.233 / -12.233 eV

Element x y z (Å)
Tc (-0.086, -0.621, -2.560)
P (-2.215, -0.194, -6.426)
P (1.507, -1.065, -6.300)
O (-0.793, -0.820, -0.797)
N (-3.695, -0.772, -7.328)
N (-2.248, 1.332, -7.337)
N (1.988, -2.408, -7.386)
N (2.963, -0.097, -6.809)
C (2.220, -3.713, -6.941)
C (-0.466, 2.878, -0.978)
C (-0.831, -0.308, 0.535)
C (0.292, -0.897, 1.382)
C (-1.671, 1.246, -2.428)
C (-1.295, 2.028, -3.683)
C (0.398, -0.278, -7.561)
C (4.097, 0.086, -6.006)
C (-1.601, 1.986, -1.259)
C (3.150, 0.650, -7.972)
C (2.834, -4.432, -7.963)
C (-0.993, -0.939, -7.603)
C (4.993, 0.932, -6.662)
C (0.818, 2.592, -1.825)
C (2.938, -3.566, -9.101)
C (-2.330, 1.391, -8.738)
C (-4.096, -2.115, -7.272)
C (0.966, 0.840, -3.707)
C (-2.152, 3.514, -7.962)
C (1.143, 1.162, -2.310)
C (1.240, -2.082, -1.942)
C (-5.328, -2.255, -7.913)
C (-2.329, 2.719, -9.134)
C (2.423, -2.331, -8.719)
C (-0.103, 1.550, -4.519)
C (-2.060, 2.649, -6.889)
C (-5.662, -0.968, -8.469)
C (4.396, 1.269, -7.914)
C (-4.663, -0.086, -8.072)
C (-2.175, -0.569, 1.186)
H (0.248, -0.476, 2.393)
H (2.391, 0.697, -8.747)
H (-5.929, -3.152, -7.966)
H (-3.476, -2.844, -6.771)
H (1.962, -1.831, -1.141)
H (3.209, -5.442, -7.898)
H (-0.460, 0.859, -5.305)
H (-2.201, 2.030, -4.298)
H (1.841, -2.384, -2.813)
H (-0.968, -2.010, -7.353)
H (1.924, -3.990, -5.943)
H (-1.874, 2.912, -5.863)
H (4.158, -0.397, -5.048)
H (1.281, -0.635, 0.997)
H (-2.184, -0.136, 2.190)
H (1.685, 2.892, -1.215)
H (-2.404, 0.505, -9.360)
H (0.770, 3.286, -2.680)
H (3.359, -3.792, -10.072)
H (-2.492, 0.496, -2.527)
H (4.823, 1.879, -8.697)
H (-6.516, -0.707, -9.078)
H (-3.028, -0.133, 0.673)
H (-2.376, 1.896, -0.498)
H (-4.574, 0.963, -8.306)
H (-1.129, 3.076, -3.386)
H (0.765, -3.007, -1.566)
H (0.334, 0.803, -7.337)
H (2.099, 0.836, -1.876)
H (-0.771, 3.916, -1.209)
H (0.803, -0.353, -8.583)
H (-0.710, 0.792, 0.488)
H (-2.380, -1.632, 1.309)
H (0.200, -1.987, 1.447)
H (0.284, 2.406, -5.105)
H (2.348, -1.415, -9.285)
H (-1.351, -0.868, -8.641)
H (-2.076, 4.589, -7.901)
H (-2.432, 3.068, -10.154)
H (5.959, 1.271, -6.306)
H (-0.225, 2.879, 0.097)
H (1.854, 0.514, -4.277)


(3)
ORCA calculation (ωB97M-V with the def2-TZVPD basis set) on a cluster of 2 separate species, C5H7ClFN2O2 in total.

calculated total energy = -1014.687084 Eh
total charge = -1
energy relative to the best compared isomer or geometry (same formula, charge and spin) = 27.27 kcal per mole
highest occupied orbital energy (spin up / spin down) = -5.462 / -5.462 eV

Element x y z (Å)
Cl (-0.016, 1.138, 2.260)
F (-2.094, -1.233, -1.333)
O (-2.846, 1.086, 0.815)
O (-1.658, 1.844, -0.816)
N (-1.488, -1.981, 1.909)
N (-1.857, 1.116, 0.128)
C (-1.262, -1.090, 1.205)
C (-0.786, 0.075, 0.467)
C (1.214, -1.325, -0.145)
C (0.427, -0.051, -0.461)
C (1.345, 1.164, -0.555)
H (1.657, -1.284, 0.862)
H (0.579, -2.216, -0.213)
H (2.032, -1.431, -0.871)
H (-0.034, -0.175, -1.450)
H (0.784, 2.097, -0.674)
H (1.986, 1.039, -1.441)
H (2.017, 1.226, 0.312)


(4)
ORCA calculation (ωB97M-V with the def2-TZVPD basis set) on a structure of composition C45H49CoN4O6SiTe.

calculated total energy = -4354.927170 Eh
total charge = -1
spin multiplicity = 6
energy relative to the best compared isomer or geometry (same formula, charge and spin) = 0.00 kcal per mole
highest occupied orbital energy (spin up / spin down) = -4.885 / -4.926 eV

Element x y z (Å)
Te (0.103, -2.083, -1.695)
Co (-0.728, 0.519, 0.914)
Si (0.333, 3.030, 4.874)
O (0.531, -0.895, 1.726)
O (-1.564, 2.290, 0.574)
O (-3.695, -4.701, 5.889)
O (-1.819, 0.221, 2.641)
O (-1.671, -5.300, 5.476)
O (-2.786, -2.420, -0.846)
N (1.019, 1.442, 0.130)
N (-1.569, -0.549, -0.361)
N (2.294, 2.953, -0.798)
N (-2.605, -4.516, 5.368)
C (-1.404, 3.055, -0.455)
C (-5.163, -1.139, -0.847)
C (1.015, 2.535, -0.615)
C (1.419, -2.603, -4.788)
C (0.214, 0.565, -3.217)
C (-0.050, 1.846, 6.289)
C (-3.258, -1.204, 3.819)
C (0.782, 1.697, -3.794)
C (-6.435, -0.629, -0.649)
C (3.186, -4.226, -4.121)
C (1.737, -3.387, -2.383)
C (0.763, 2.098, 3.350)
C (3.136, 2.086, -0.140)
C (-2.413, -3.316, 4.598)
C (1.028, -0.320, -2.485)
C (-2.502, 3.799, -0.959)
C (-2.371, 4.651, -2.030)
C (3.334, -0.855, -1.499)
C (-1.138, 4.814, -2.670)
C (-2.008, -0.903, 3.186)
C (-2.716, -1.233, -0.492)
C (-1.225, -3.116, 3.936)
C (-1.006, -1.945, 3.212)
C (2.116, -3.423, -3.733)
C (-1.122, 4.172, 4.534)
C (2.914, 1.127, -2.918)
C (-3.451, -2.364, 4.501)
C (3.883, -5.009, -3.212)
C (-4.050, -0.534, -0.264)
C (5.059, -5.840, -3.655)
C (1.818, 4.098, 5.374)
C (-0.050, 4.111, -2.200)
C (2.712, 3.214, -4.325)
C (-1.266, 0.366, -3.399)
C (-5.516, 1.096, 0.736)
C (-4.236, 0.606, 0.510)
C (3.460, -5.008, -1.890)
C (2.395, -4.218, -1.470)
C (2.389, -0.018, -2.321)
C (2.131, 1.991, -3.664)
C (-0.152, 3.242, -1.110)
C (-6.620, 0.483, 0.164)
C (0.184, -1.846, 2.427)
C (1.987, -4.250, -0.018)
C (2.330, 1.158, 0.431)
H (-0.462, -3.883, 3.985)
H (2.833, -1.241, -0.609)
H (-2.052, 3.602, 4.474)
H (-1.041, 5.473, -3.524)
H (-1.237, 4.941, 5.301)
H (1.555, -3.051, -5.773)
H (-3.454, 3.658, -0.464)
H (-5.013, -2.026, -1.448)
H (2.640, -4.904, 0.561)
H (-1.010, 1.352, 6.125)
H (3.970, 1.342, -2.782)
H (3.973, -5.633, -1.166)
H (4.191, -0.257, -1.186)
H (-7.615, 0.872, 0.341)
H (-1.796, 0.655, -2.490)
H (2.893, 3.028, -5.387)
H (-7.287, -1.111, -1.112)
H (2.706, 3.480, 5.523)
H (3.660, 3.500, -3.869)
H (5.809, -5.218, -4.145)
H (0.711, 1.065, 6.352)
H (0.492, 2.490, 2.377)
H (-5.646, 1.958, 1.381)
H (3.708, -1.705, -2.070)
H (1.635, 4.657, 6.295)
H (-3.235, 5.200, -2.384)
H (1.822, -1.588, -4.820)
H (2.572, 3.748, -1.343)
H (3.481, -4.239, -5.166)
H (4.205, 2.203, -0.130)
H (4.751, -6.609, -4.367)
H (0.145, 2.372, -4.356)
H (-1.511, -0.680, -3.596)
H (1.195, 1.105, 3.356)
H (0.961, -4.608, 0.088)
H (-3.392, 1.112, 0.946)
H (0.354, -2.525, -4.572)
H (-4.043, -0.464, 3.734)
H (-4.394, -2.579, 4.984)
H (-0.089, 2.357, 7.253)
H (-1.641, 0.981, -4.218)
H (-0.989, 4.670, 3.570)
H (0.833, -2.737, 2.436)
H (2.050, 4.817, 4.584)
H (2.590, 0.308, 1.036)
H (2.023, 4.058, -4.257)
H (5.529, -6.336, -2.805)
H (0.907, 4.217, -2.703)
H (2.031, -3.241, 0.399)